(1)
Here is a 2-piece molecular cluster, C3H3NO2 overall from the Open Molecules 2025 dataset. Energies are from wB97M-V/def2-TZVPD.

Each line ends with the Löwdin charge.
Element x y z (Å)
C (-0.97, 0.74, -0.05)  -0.400
C (-0.01, -0.16, 0.12)  -0.099
C (-0.22, 1.14, 1.11)  -0.442
N (1.23, -2.04, -0.90)  -0.452
O (0.24, -2.69, -1.30)  -0.316
O (1.94, -1.40, -1.79)  -0.356
H (-2.00, 1.19, -0.49)  0.051
H (0.41, 2.16, 1.12)  0.016
H (-0.63, 1.05, 2.18)  -0.002

Computed properties:
Total charge: -2
HOMO level: 2.003 eV
Kohn-Sham gap: 5.7 eV
Relative energy (zero: lowest compared OMol25 entry of this formula, charge and spin): 201.5 kJ/mol

***

(2)
Here is C25H28N8O3 as an isolated structure from the Open Molecules 2025 dataset. Energies are from wB97M-V/def2-TZVPD.

Each line ends with the Löwdin charge.
Element x y z (Å)
O (-4.73, -2.83, -0.38)  0.150
C (-5.05, -1.71, -0.39)  -0.506
N (-4.29, -0.48, -0.35)  0.118
C (-3.00, -0.49, -0.26)  -0.206
C (-2.19, -1.73, -0.24)  0.095
C (-0.91, -1.44, 0.07)  -0.044
C (-0.39, -0.21, 0.14)  -0.113
C (-1.17, 1.04, -0.29)  0.036
C (-2.57, 0.86, -0.37)  -0.029
H (-3.13, 1.64, -0.39)  0.042
H (-0.78, 2.21, -0.18)  0.162
C (1.04, 0.21, -0.03)  -0.237
N (1.92, -1.14, 0.15)  0.161
C (3.23, -0.65, 0.37)  -0.394
N (3.78, 0.45, 0.09)  0.216
C (2.87, 1.44, 0.17)  -0.345
N (1.64, 1.19, 0.02)  0.162
N (3.42, 2.66, 0.02)  0.031
C (4.98, 3.06, -0.03)  -0.069
H (5.32, 2.89, -0.83)  0.027
C (5.05, 4.36, 0.48)  -0.256
H (4.54, 4.54, 1.73)  0.213
O (4.55, 5.47, -0.22)  -0.120
C (3.35, 4.98, -0.83)  -0.285
H (2.80, 6.00, -1.41)  0.211
C (2.69, 3.89, -0.27)  -0.241
H (1.75, 3.38, -0.84)  0.179
H (2.30, 4.43, 0.67)  0.145
H (3.64, 4.50, -1.87)  0.141
H (6.20, 4.54, 0.71)  0.164
H (5.32, 2.32, 0.66)  0.125
N (3.97, -1.81, 0.46)  -0.045
C (5.47, -1.77, 0.41)  -0.127
H (5.86, -0.97, 0.62)  0.037
C (5.83, -3.04, 1.29)  -0.114
H (6.78, -3.28, 0.91)  0.104
H (6.15, -2.61, 2.11)  0.053
C (4.63, -3.87, 1.59)  -0.088
H (4.83, -4.84, 0.95)  0.167
H (4.13, -3.86, 2.44)  0.059
C (3.68, -3.24, 0.61)  -0.253
H (2.42, -3.23, 0.99)  0.196
C (3.70, -3.59, -1.00)  -0.108
H (3.48, -4.73, -1.19)  0.137
O (5.05, -3.36, -1.48)  -0.198
C (5.83, -2.21, -1.11)  -0.091
H (6.83, -2.31, -1.28)  0.088
H (5.34, -1.52, -1.68)  0.086
H (3.19, -2.80, -1.75)  0.158
H (-0.32, -2.13, 0.18)  0.026
H (-2.60, -2.49, -0.10)  -0.017
H (-4.91, 0.35, -0.49)  0.164
N (-6.38, -1.41, -0.52)  0.088
C (-7.26, -0.45, 0.04)  -0.217
C (-6.80, 0.51, 0.99)  0.044
C (-7.73, 1.73, 1.37)  0.115
N (-8.98, 1.74, 0.54)  0.040
C (-9.44, 0.89, -0.20)  -0.239
C (-8.58, -0.12, -0.60)  0.022
H (-8.83, -0.95, -1.03)  0.031
H (-10.29, 0.96, -0.76)  0.084
H (-7.43, 2.38, 1.97)  -0.006
H (-5.93, 0.49, 1.34)  -0.006
H (-7.24, -2.31, -0.64)  0.276

Computed properties:
Total charge: 0
HOMO level: -7.312 eV
Kohn-Sham gap: 7.0 eV